Record 1
{"formula": "C50H122N4O20", "method": "wB97M-V/def2-TZVPD", "homo_ev": -7.674, "charge": 0, "orbital_gap_ev": 7.615, "elements": ["O", "H", "H", "O", "H", "H", "C", "C", "C", "C", "C", "C", "N", "O", "C", "C", "C", "H", "H", "H", "H", "H", "H", "H", "H", "H", "H", "H", "H", "H", "H", "H", "H", "H", "H", "H", "C", "C", "C", "C", "C", "C", "N", "O", "C", "C", "C", "H", "H", "H", "H", "H", "H", "H", "H", "H", "H", "H", "H", "H", "H", "H", "H", "H", "H", "H", "C", "C", "C", "C", "C", "C", "N", "O", "C", "C", "C", "H", "H", "H", "H", "H", "H", "H", "H", "H", "H", "H", "H", "H", "H", "H", "H", "H", "H", "H", "C", "C", "C", "C", "C", "C", "N", "O", "C", "C", "C", "H", "H", "H", "H", "H", "H", "H", "H", "H", "H", "H", "H", "H", "H", "H", "H", "H", "H", "H", "C", "C", "O", "O", "H", "H", "H", "H", "H", "H", "C", "C", "O", "O", "H", "H", "H", "H", "H", "H", "C", "C", "O", "O", "H", "H", "H", "H", "H", "H", "C", "C", "O", "O", "H", "H", "H", "H", "H", "H", "C", "C", "O", "O", "H", "H", "H", "H", "H", "H", "C", "C", "O", "O", "H", "H", "H", "H", "H", "H", "C", "C", "O", "O", "H", "H", "H", "H", "H", "H"], "coordinates": [[-4.9973, 0.9179, 1.6889], [-4.2755, 0.9030, 2.3174], [-5.7766, 0.7353, 2.2140], [4.2623, -3.7090, -0.5465], [4.1571, -2.7636, -0.4397], [4.1026, -4.0683, 0.3262], [0.7447, 0.6411, -6.2068], [0.2051, 1.8384, -5.4997], [0.6559, 1.7658, -4.0386], [0.5891, 3.0928, -3.2284], [1.0630, 4.3436, -4.0522], [0.4613, 4.5072, -5.4602], [0.6366, 3.1450, -6.1119], [0.3672, 3.1900, -7.4234], [-1.0519, 4.9505, -5.2854], [1.3385, 5.5352, -6.1902], [-1.4125, 1.7213, -5.4148], [1.8291, 0.6565, -6.3153], [0.3166, 0.5616, -7.2060], [0.3709, -0.2687, -5.7370], [0.0274, 1.1358, -3.4092], [1.6688, 1.4072, -3.8553], [1.0549, 3.2212, -2.2513], [-0.4336, 3.2014, -2.8675], [2.1446, 4.3002, -4.1800], [0.9153, 5.2160, -3.4156], [-1.0745, 6.0396, -5.2493], [-1.6748, 4.6054, -6.1107], [-1.5990, 4.5423, -4.4356], [2.2824, 5.0948, -6.5116], [0.8821, 5.9691, -7.0799], [1.6307, 6.3834, -5.5711], [-1.7330, 2.5145, -4.7395], [-1.6752, 0.7099, -5.1047], [-1.8363, 1.9187, -6.3995], [-0.5828, 3.0545, -7.3942], [5.2311, -7.1069, 0.4038], [4.5344, -7.0627, 1.8171], [5.6802, -7.0939, 2.8442], [5.2316, -6.6914, 4.2786], [4.6401, -5.2290, 4.3518], [3.4432, -5.1520, 3.3637], [3.7467, -5.7981, 2.0108], [2.7567, -5.6016, 1.0017], [2.2896, -5.8694, 3.9986], [3.0945, -3.6893, 3.1350], [3.7250, -8.3016, 1.9083], [5.9040, -7.9609, 0.3266], [5.8705, -6.2489, 0.1959], [4.5616, -7.2017, -0.4511], [6.0864, -8.0826, 3.0578], [6.5041, -6.4374, 2.5644], [6.0655, -6.8418, 4.9642], [4.5183, -7.4381, 4.6274], [5.3810, -4.5054, 4.0119], [4.4205, -5.0843, 5.4096], [2.5372, -6.9308, 4.0138], [2.0458, -5.6174, 5.0307], [1.3984, -5.7689, 3.3790], [2.2041, -3.5588, 2.5200], [2.9167, -3.0588, 4.0062], [3.8843, -3.1769, 2.5858], [2.9304, -8.2313, 1.1655], [3.2609, -8.4778, 2.8787], [4.2820, -9.1914, 1.6148], [2.1067, -6.2433, 1.2974], [-0.6327, 2.4660, 1.8653], [-0.5007, 1.2875, 0.8537], [0.9561, 1.2627, 0.4977], [1.4138, 0.0340, -0.2890], [1.0788, -1.2135, 0.5624], [-0.4155, -1.3275, 0.8607], [-0.8872, 0.0042, 1.3556], [-2.1688, -0.0036, 1.8257], [-1.3120, -1.8006, -0.3846], [-0.6043, -2.4057, 1.9187], [-1.3130, 1.6474, -0.3591], [-0.1102, 2.3997, 2.8196], [-1.6481, 2.6528, 2.2147], [-0.3320, 3.3886, 1.3689], [1.1660, 2.0387, -0.2384], [1.6066, 1.4792, 1.3451], [2.4553, 0.0546, -0.6099], [0.9169, -0.1107, -1.2483], [1.6681, -1.4169, 1.4565], [1.2651, -2.1254, -0.0047], [-0.7905, -2.5295, -1.0051], [-2.3313, -2.0342, -0.0772], [-1.3738, -1.0025, -1.1243], [-0.1794, -3.3665, 1.6281], [-0.0603, -2.0504, 2.7938], [-1.6825, -2.5361, 2.0113], [-1.2207, 2.7064, -0.6000], [-2.3846, 1.4480, -0.3525], [-1.0444, 1.0942, -1.2591], [-2.1120, 0.1577, 2.7704], [-3.9935, 3.9879, -0.1872], [-3.9979, 5.5209, -0.1386], [-2.5658, 5.9937, -0.3441], [-2.1051, 5.9177, -1.7729], [-3.0577, 6.7809, -2.7001], [-4.5853, 6.2912, -2.6118], [-4.9299, 6.0333, -1.2314], [-6.2386, 5.6473, -1.0599], [-5.3431, 7.5218, -3.1059], [-4.7431, 5.0742, -3.5162], [-4.3160, 6.0142, 1.2830], [-3.2743, 3.5291, 0.4913], [-3.8882, 3.6182, -1.2071], [-4.9361, 3.5318, 0.1153], [-2.4469, 6.9998, 0.0581], [-1.8622, 5.4387, 0.2765], [-2.1717, 4.9030, -2.1655], [-1.0482, 6.1695, -1.8604], [-2.8947, 6.6731, -3.7724], [-2.9235, 7.8134, -2.3773], [-5.2028, 7.6641, -4.1775], [-6.4306, 7.4745, -3.0493], [-5.0265, 8.4575, -2.6453], [-5.7674, 4.7235, -3.3900], [-4.5788, 5.3363, -4.5614], [-4.0774, 4.2137, -3.4499], [-4.4833, 7.0819, 1.1416], [-3.5336, 5.9613, 2.0400], [-5.2633, 5.5919, 1.6182], [-6.4788, 6.2494, -0.3518], [2.9343, 1.0816, 5.0545], [2.8733, -0.1784, 4.2088], [4.1165, -0.2972, 3.5781], [3.6623, 0.8672, 6.2287], [1.8910, 1.2684, 5.3089], [3.2721, 1.9213, 4.4471], [2.0695, -0.0047, 3.4933], [2.6656, -1.0783, 4.7878], [4.7064, -0.8308, 4.1156], [3.2586, 0.1483, 6.7203], [-1.6786, -1.8220, 5.2254], [-1.1845, -0.3979, 5.2186], [-2.2918, 0.4193, 4.9296], [-2.4611, -2.2421, 6.3473], [-0.8468, -2.5248, 5.1769], [-2.2414, -1.9015, 4.2953], [-0.5500, -0.2611, 4.3429], [-0.5430, -0.2291, 6.0835], [-2.8129, 0.5167, 5.7299], [-1.9942, -2.9932, 6.7206], [-4.5969, -0.1601, -1.3515], [-4.2111, 0.0120, -2.8519], [-5.3016, 0.6749, -3.4470], [-5.8214, -0.8605, -1.0810], [-4.5314, 0.8189, -0.8769], [-3.9071, -0.8135, -0.8172], [-3.9541, -0.8411, -3.4799], [-3.3148, 0.6304, -2.9000], [-6.0773, 0.1629, -3.2069], [-6.3833, -0.1649, -0.7317], [-0.7421, -6.7264, 1.4919], [-1.7300, -7.3455, 0.4580], [-1.8922, -8.7873, 0.5217], [0.5317, -7.3328, 1.3539], [-1.0791, -6.7395, 2.5284], [-0.5794, -5.7355, 1.0679], [-1.3359, -7.2673, -0.5552], [-2.7263, -6.9146, 0.5574], [-1.0547, -9.2068, 0.3113], [0.3243, -8.2389, 1.1140], [-0.0814, -2.5012, -4.3074], [-0.0791, -3.6673, -5.2674], [-1.4492, -4.1158, -5.2152], [1.2820, -2.1616, -3.9002], [-0.5553, -2.7802, -3.3663], [-0.6371, -1.6149, -4.6138], [0.6290, -4.4628, -5.0352], [0.0390, -3.3181, -6.2931], [-1.5668, -4.6551, -6.0006], [1.7466, -2.9130, -3.5246], [6.2345, -1.6403, 1.3199], [6.5179, -3.1857, 1.3940], [7.0701, -3.7087, 0.2153], [5.3804, -1.2831, 0.2133], [7.1700, -1.0826, 1.2765], [5.6853, -1.3479, 2.2149], [5.6103, -3.7507, 1.6065], [7.1650, -3.3695, 2.2516], [6.4234, -3.4678, -0.4521], [4.7636, -0.6090, 0.5076], [-1.0310, 5.4966, 3.9025], [-0.6402, 6.6690, 3.0410], [-1.6366, 7.7503, 3.1314], [-0.7686, 5.6797, 5.2094], [-0.5277, 4.5615, 3.6566], [-2.0960, 5.2849, 3.8075], [-0.4940, 6.3293, 2.0156], [0.2692, 7.0804, 3.4790], [-1.6450, 7.9827, 4.0628], [-1.3337, 6.4063, 5.4820]], "atomic_forces_ev_per_a": [[-0.2, 0.1, -0.2], [0.4, -0.1, 0.0], [-0.2, 0.0, 0.1], [-0.1, -0.2, -0.7], [0.2, 0.4, 0.1], [-0.3, -0.4, 0.2], [-0.2, -0.4, -1.3], [-1.9, 1.3, 1.5], [1.0, 1.2, 2.3], [-0.7, 1.5, -1.3], [0.0, -0.9, 0.6], [-0.8, -1.4, 1.4], [2.1, 0.0, 3.2], [-1.0, -0.1, -1.8], [0.7, -0.1, -0.9], [-0.1, 0.1, -0.6], [1.9, 0.6, -0.6], [0.0, -0.1, 0.3], [0.1, 0.3, -0.3], [0.5, 0.1, 0.4], [-0.2, -0.7, -0.6], [0.2, -0.3, -0.8], [0.9, -1.0, -0.1], [-0.5, 0.4, -0.6], [0.2, -0.3, 0.0], [-0.3, 0.3, -0.3], [-0.2, 0.0, 0.0], [0.1, 0.3, -0.5], [0.6, 0.1, 0.4], [-0.1, -0.3, 0.0], [-0.2, -0.2, -0.1], [-0.4, -0.1, 0.4], [-0.3, -0.5, 0.1], [-0.2, 0.2, 0.1], [-0.3, -0.1, -0.1], [-0.7, 0.1, -1.2], [-0.1, 0.4, 0.1], [1.5, 0.8, -0.6], [-0.4, 0.7, 1.8], [0.0, 0.8, -0.6], [0.9, -2.2, -1.3], [-0.2, 0.0, 0.2], [2.1, 1.0, 0.3], [0.5, -0.4, 1.5], [-0.8, -1.1, 0.0], [-0.1, 0.7, -0.9], [-1.3, -1.0, -0.2], [-0.1, -0.2, 0.4], [-0.2, 0.3, 0.3], [-0.4, 0.1, 0.2], [0.0, -0.3, -1.0], [0.0, 0.0, -0.3], [0.2, 0.4, 0.0], [-0.4, 0.2, 0.0], [0.3, 0.0, 0.2], [-0.6, 0.6, -0.2], [-0.2, 0.0, 0.1], [0.1, 0.5, 0.0], [-0.2, 0.0, 0.1], [-0.1, -0.3, -0.1], [0.1, -0.6, 0.5], [0.2, -0.1, 0.0], [-0.3, -0.1, 0.0], [0.1, 0.0, 0.1], [0.3, 0.1, 0.2], [-1.0, -0.3, -0.6], [-0.9, -0.1, 0.4], [-0.1, 0.7, 0.0], [1.5, 0.1, -2.0], [-0.3, -1.5, 1.2], [-0.2, -0.8, -1.4], [-1.2, 0.5, -1.2], [2.2, -1.4, 1.7], [-1.8, -0.2, -0.1], [1.5, 1.4, 0.0], [-0.1, 0.7, -0.2], [-0.9, 0.5, -1.7], [0.6, -0.5, -0.2], [-0.4, -0.2, -0.4], [0.2, -0.1, -0.1], [-0.3, 0.8, 0.3], [0.0, -0.4, 0.2], [0.3, 0.2, 0.5], [-0.5, 0.4, 0.0], [0.1, 0.8, 0.3], [0.3, -0.1, -0.4], [-0.2, -0.8, 0.6], [0.3, -0.4, 0.0], [-0.3, 0.4, 0.2], [0.1, 0.1, -0.3], [-0.4, -0.3, 0.5], [0.1, -0.1, 0.8], [0.1, 0.1, -0.1], [-0.1, 0.0, 0.9], [0.7, 0.0, 0.0], [0.0, 0.0, 0.4], [-0.7, -0.6, 0.1], [0.5, -1.5, -0.6], [0.4, 0.5, -0.5], [-0.9, 0.2, -1.8], [-0.2, -1.4, 1.3], [2.4, 0.8, 0.6], [2.7, 1.4, 1.8], [-0.8, -0.5, 0.5], [-0.9, 0.1, -1.0], [-0.7, -0.1, -0.8], [-1.6, 0.9, -1.0], [0.3, 0.2, -0.2], [0.5, 0.0, 0.0], [-0.3, 0.4, 0.2], [-0.2, 0.4, -0.3], [-0.3, -0.5, 0.2], [0.0, -0.4, 0.3], [0.0, 0.4, -0.2], [0.7, 0.2, 0.1], [-0.4, 0.1, -0.2], [0.4, -0.1, -0.2], [-0.1, -0.3, 0.5], [0.1, -0.3, 0.3], [0.0, -0.2, -0.2], [-0.4, 0.4, -0.2], [0.2, 0.1, 1.0], [-0.1, 0.3, 0.3], [0.1, -0.6, -0.3], [0.1, -0.2, 0.4], [-0.8, 0.0, 0.0], [-1.9, -1.2, 0.2], [0.4, 1.2, 0.2], [0.5, -0.6, -1.1], [1.1, 0.6, 0.3], [-0.4, 0.5, 0.2], [0.5, -0.1, 0.4], [0.1, -0.4, -0.5], [-0.3, 0.1, 0.2], [0.0, 0.1, 0.1], [-0.1, 0.0, 0.0], [0.5, -1.0, -0.3], [0.2, -1.2, -0.6], [0.0, 1.1, 0.7], [0.0, 0.7, -0.1], [0.3, 0.1, -0.4], [-0.3, -0.4, 0.1], [0.3, -0.3, -0.1], [-0.5, 0.8, 0.4], [-0.3, 0.0, 0.1], [-0.2, 0.1, 0.2], [1.7, -1.6, 0.0], [-0.7, 0.1, 0.9], [0.0, 0.7, -0.6], [-0.3, 1.2, -0.8], [-0.4, 0.0, 0.0], [0.7, 0.4, -0.3], [-0.1, -0.7, 0.6], [-0.1, 0.4, 0.1], [-0.2, -0.1, 0.0], [-0.5, -0.2, 0.1], [-0.4, 0.0, -1.9], [0.5, -1.2, 0.1], [-0.3, 0.4, 1.1], [-0.2, -0.5, 0.1], [-0.2, 0.1, -0.1], [-0.3, 0.5, 0.7], [0.0, 1.2, 0.0], [0.1, 0.0, -0.1], [-0.1, -0.1, -0.2], [0.6, -0.3, 0.2], [1.9, -0.7, 2.1], [-1.9, 0.9, -0.6], [0.4, -0.5, 0.0], [-0.7, 1.1, -0.9], [-0.5, -0.5, -0.2], [0.5, 0.0, -0.5], [0.1, 0.1, 0.2], [0.8, 0.1, 0.0], [-0.3, -0.1, 0.0], [-0.3, -0.3, 0.0], [-0.5, -0.9, 0.3], [-0.6, 1.0, -0.1], [0.6, 0.3, 0.3], [0.4, -0.3, 0.0], [0.1, 0.0, -0.2], [0.3, -0.1, 0.2], [-0.3, 0.2, 0.2], [0.4, 0.1, -0.2], [-0.3, -0.3, -0.5], [0.1, 0.1, 0.2], [-0.8, -1.3, -2.1], [-0.5, 0.6, 0.6], [0.7, -1.2, -0.5], [0.5, 1.0, 3.0], [0.3, 0.2, -0.6], [-0.3, 0.0, -0.6], [-0.2, 0.6, -0.1], [0.4, -0.2, -0.4], [-0.1, 0.3, 0.0], [0.0, 0.0, 0.7]]}

---

Record 2
{"formula": "CH2BrN", "method": "wB97M-V/def2-TZVPD", "homo_ev": [-8.942, -9.122], "charge": 0, "orbital_gap_ev": [7.107, 8.390], "elements": ["C", "N", "Br", "H", "H"], "coordinates": [[-0.7977, 0.4167, -0.5096], [1.3907, -0.3366, 1.3422], [1.4614, 0.2502, -0.2368], [-0.9555, -0.5075, -1.1749], [-1.0989, 0.1772, 0.5791]], "atomic_forces_ev_per_a": [[1.0, -1.8, 0.3], [0.3, -0.6, 1.3], [-1.8, 0.7, -1.1], [-0.1, 1.2, 0.9], [0.5, 0.4, -1.4]]}

---

Record 3
{"formula": "C42H32BBrCdF4N4O4P", "method": "wB97M-V/def2-TZVPD", "homo_ev": -4.602, "charge": -1, "orbital_gap_ev": 6.343, "elements": ["Cd", "Br", "C", "C", "C", "C", "C", "C", "N", "N", "C", "C", "C", "C", "O", "C", "N", "C", "C", "C", "C", "H", "H", "H", "H", "H", "H", "H", "H", "H", "F", "B", "F", "F", "F", "N", "C", "C", "C", "C", "C", "C", "C", "H", "H", "H", "H", "H", "O", "P", "C", "C", "C", "C", "C", "C", "C", "C", "C", "C", "C", "C", "C", "C", "C", "C", "C", "C", "H", "H", "H", "H", "H", "H", "H", "H", "H", "H", "H", "H", "H", "H", "H", "C", "O", "C", "O", "H", "H", "H"], "coordinates": [[1.7737, 0.7531, 2.2506], [-1.5351, 0.8067, -4.8507], [-1.6321, 2.4430, -3.8927], [-2.8570, 3.0557, -3.7095], [-2.9145, 4.2475, -2.9977], [-1.7707, 4.8047, -2.4381], [-0.5373, 4.1932, -2.6752], [-0.4680, 3.0136, -3.3980], [-1.9058, 6.0752, -1.7817], [-1.3074, 6.3485, -0.7039], [-0.5890, 5.4029, 0.0391], [0.5731, 5.8751, 0.6445], [1.5418, 5.0481, 1.1832], [1.3821, 3.6428, 1.1741], [2.3105, 2.8334, 1.4452], [0.0450, 3.1641, 0.7664], [-0.2010, 1.8556, 0.9817], [-1.3687, 1.3494, 0.6657], [-2.4004, 2.1280, 0.1272], [-2.1805, 3.4617, -0.0848], [-0.9189, 4.0240, 0.2055], [-3.7562, 2.6118, -4.1171], [-3.8619, 4.7549, -2.8545], [0.3688, 4.6239, -2.2678], [0.4872, 2.5323, -3.5675], [0.7357, 6.9483, 0.6027], [2.4685, 5.4473, 1.5759], [-1.5076, 0.2986, 0.8703], [-3.3603, 1.6754, -0.0927], [-2.9758, 4.0942, -0.4568], [4.6610, 0.6268, 2.9597], [4.6585, -0.1751, 1.8074], [3.8634, 0.4944, 0.8012], [3.9906, -1.4050, 2.0942], [5.9434, -0.4175, 1.3102], [-1.3473, -0.8661, 3.5985], [-2.1849, -1.5302, 3.1683], [-3.1987, -2.3742, 2.5865], [-4.4417, -1.8400, 2.2524], [-5.3966, -2.6505, 1.6573], [-5.1125, -3.9847, 1.3960], [-3.8737, -4.5152, 1.7328], [-2.9124, -3.7140, 2.3285], [-4.6462, -0.7973, 2.4606], [-6.3631, -2.2383, 1.3956], [-5.8595, -4.6142, 0.9267], [-3.6510, -5.5549, 1.5245], [-1.9375, -4.1099, 2.5867], [1.0063, -1.0043, 0.9638], [1.1982, -1.5072, -0.4376], [2.0079, -3.1136, -0.4597], [2.6355, -3.5449, 0.7055], [3.2622, -4.7854, 0.7254], [3.2596, -5.5885, -0.4049], [2.6257, -5.1601, -1.5674], [1.9987, -3.9252, -1.5931], [-0.4128, -1.7757, -1.2130], [-1.4629, -2.1763, -0.3906], [-2.7234, -2.4084, -0.9208], [-2.9356, -2.2527, -2.2847], [-1.8881, -1.8712, -3.1147], [-0.6288, -1.6324, -2.5823], [2.0640, -0.3964, -1.5342], [1.4900, 0.8577, -1.7501], [2.1762, 1.8125, -2.4785], [3.4295, 1.5139, -3.0010], [3.9992, 0.2672, -2.7909], [3.3209, -0.6891, -2.0499], [2.6496, -2.8989, 1.5763], [3.7639, -5.1139, 1.6279], [3.7539, -6.5532, -0.3852], [2.6201, -5.7884, -2.4492], [1.4965, -3.5964, -2.4981], [-1.2728, -2.3026, 0.6695], [-3.5372, -2.7061, -0.2680], [-3.9227, -2.4189, -2.7033], [-2.0571, -1.7383, -4.1765], [0.1765, -1.2934, -3.2261], [0.5254, 1.1009, -1.3127], [1.7467, 2.7976, -2.6185], [3.9736, 2.2685, -3.5563], [4.9906, 0.0507, -3.1691], [3.7908, -1.6423, -1.8366], [1.6435, -0.6175, 6.4125], [1.7948, -0.4812, 4.9995], [1.5493, 0.7624, 4.4281], [1.2345, 1.7045, 5.1203], [1.0560, -1.5173, 6.6010], [1.1450, 0.2465, 6.8396], [2.6271, -0.7294, 6.8732]], "atomic_forces_ev_per_a": [[0.1, 0.4, -0.2], [0.0, 0.4, -0.2], [0.0, 0.1, 0.1], [-0.1, 0.0, 0.0], [0.0, 0.0, -0.1], [0.2, 0.3, -0.2], [-0.1, -0.1, -0.1], [-0.2, 0.1, -0.3], [0.1, -0.1, 0.4], [0.0, -0.2, -0.4], [-0.2, 0.0, 0.0], [0.1, 0.1, 0.0], [-0.1, 0.1, 0.0], [0.2, -0.1, -0.4], [-0.5, 0.0, 0.3], [0.1, -0.2, 0.2], [0.3, -0.1, 0.2], [0.1, 0.0, 0.1], [-0.1, 0.0, 0.0], [-0.1, 0.0, 0.2], [0.0, 0.0, 0.1], [0.0, 0.0, 0.0], [0.0, 0.0, 0.0], [0.0, 0.0, 0.0], [-0.7, 0.1, -0.3], [0.0, -0.1, 0.0], [0.0, 0.0, 0.0], [0.0, -0.2, 0.0], [0.0, 0.0, 0.0], [0.0, -0.1, 0.1], [0.0, -0.2, -0.4], [0.1, -0.1, 0.0], [-0.1, -0.3, 0.4], [0.3, 0.4, 0.0], [-0.4, 0.1, 0.2], [-0.4, -0.2, -0.1], [0.3, 0.1, 0.1], [0.0, 0.0, 0.0], [0.0, 0.0, 0.0], [0.0, 0.0, 0.0], [-0.1, 0.0, 0.0], [0.0, 0.0, 0.0], [0.0, 0.0, 0.0], [0.0, 0.0, 0.0], [0.0, 0.0, 0.0], [0.0, 0.0, 0.0], [0.0, 0.1, 0.0], [0.0, 0.0, 0.0], [0.1, 0.0, -0.2], [-0.2, 0.0, 0.2], [0.1, 0.0, 0.1], [-0.1, 0.0, 0.1], [0.0, 0.0, 0.0], [0.0, 0.0, 0.0], [0.0, 0.0, 0.0], [0.0, 0.0, -0.1], [-0.1, -0.1, -0.2], [0.0, -0.1, 0.0], [0.0, 0.0, 0.1], [0.1, 0.0, -0.1], [-0.1, -0.2, 0.1], [0.0, 0.1, 0.1], [0.1, 0.1, 0.0], [0.0, 0.0, 0.1], [0.5, 0.0, 0.2], [0.0, 0.0, 0.0], [0.0, 0.0, 0.0], [0.1, 0.0, 0.0], [0.0, -0.1, -0.1], [0.0, 0.0, 0.0], [0.0, 0.0, 0.0], [0.0, 0.0, 0.0], [0.0, 0.0, 0.1], [0.0, 0.1, -0.1], [0.1, 0.1, -0.1], [0.1, 0.0, 0.0], [0.0, -0.1, 0.2], [-0.1, 0.0, 0.0], [0.1, 0.0, -0.1], [0.6, -0.2, 0.3], [0.0, 0.0, 0.0], [0.0, 0.0, 0.0], [0.0, 0.0, 0.0], [0.1, 0.0, -0.1], [-0.1, 0.2, -0.1], [-0.1, -0.1, 0.3], [0.1, -0.3, -0.2], [0.0, 0.0, 0.0], [-0.1, 0.1, 0.0], [0.0, 0.0, 0.0]]}

---

| no. | F_max (eV/Å) | electronic energy (Ha) |
| --- | --- | --- |
| 1 | 3.84 | -3701.63297 |
| 2 | 2.21 | -2667.76735 |
| 3 | 0.79 | -5647.44414 |